Record 1
This record from OMol25 describes a cluster of 4 separate species, C51H43NO8 in total at a distorted geometry. The level of theory is ωB97M-V/def2-TZVPD.

Geometry as XYZ:
```
103
Properties=species:S:1:pos:R:3:forces:R:3:lowdin_charge:R:1
C 1.716928 -0.355034 -1.006928 -0.19 1.18 1.13 -0.147
C 0.312896 0.520451 -0.916738 -0.12 -0.34 0.14 -0.267
C -0.547002 0.539526 -2.320724 -0.38 1.09 -0.23 -0.209
C -0.657499 2.118788 -2.846712 0.61 -0.51 -0.09 -0.209
C -1.413173 3.099923 -1.767226 -0.47 0.33 0.56 -0.174
C -2.991777 3.438520 -2.202683 2.76 1.01 0.35 -0.183
O -3.553761 2.174005 -2.701916 -3.01 -0.36 3.54 -0.130
C -4.384156 1.503621 -1.654434 1.63 -0.11 4.56 -0.224
O -4.080878 1.534262 -0.333398 -1.85 0.18 -8.56 -0.051
C -5.696244 0.656909 -2.252712 1.66 0.64 -0.12 -0.088
C -6.534127 -0.143668 -1.085954 -0.30 0.19 -0.49 -0.248
N -8.046969 -0.101903 -1.387442 1.45 0.18 -0.22 -0.064
H 2.563129 0.424484 -1.307623 -1.69 -1.98 0.30 0.081
H 1.654610 -1.272666 -1.736827 0.17 1.87 1.55 0.075
H 1.975733 -0.664269 0.114622 -0.40 0.32 -2.61 0.074
H 0.633880 1.610893 -0.575867 -0.83 -2.20 -0.90 0.106
H -0.410073 0.125485 -0.062451 1.69 0.64 -1.75 0.109
H -1.645578 0.165470 -2.160652 2.11 0.62 -0.13 0.095
H -0.086975 -0.145202 -3.173724 -0.72 1.51 1.89 0.112
H -1.167258 2.151932 -3.925082 1.03 0.04 2.43 0.118
H 0.462790 2.499326 -2.958680 -2.38 -0.73 0.13 0.113
H -0.768874 4.090764 -1.640975 -1.62 -1.95 -0.31 0.105
H -1.506218 2.622478 -0.678441 0.41 0.77 -2.48 0.113
H -2.946405 4.241300 -3.068528 -0.45 -1.97 1.50 0.136
H -3.550730 3.905405 -1.286583 0.83 -1.22 -1.81 0.130
H -5.230110 -0.075953 -3.068892 -1.13 1.59 1.71 0.135
H -6.349613 1.466767 -2.813167 1.27 -1.72 1.19 0.126
H -6.165456 -1.275445 -1.059297 -0.91 2.57 0.06 0.116
H -6.395885 0.363570 -0.039365 0.02 -1.03 -2.14 0.120
H -8.263027 -0.613269 -2.273449 0.30 0.94 1.03 0.065
H -8.368879 0.898485 -1.436070 0.51 -1.55 -0.19 0.070
C 4.538503 8.776051 0.753302 -0.27 -0.08 0.24 -0.058
C 4.166015 8.063395 -0.386163 -0.34 -0.15 0.11 -0.058
C 2.975771 7.334358 -0.395777 0.29 0.17 -0.03 0.006
C 2.160732 7.307849 0.742415 0.54 0.19 -0.27 -0.085
C 2.545425 8.000371 1.889828 0.53 0.21 -0.31 -0.085
C 3.731574 8.745861 1.891564 0.18 -0.01 -0.26 0.006
C 1.718503 7.939153 3.112337 0.39 0.73 1.21 -0.279
O 2.053905 8.550083 4.119558 -0.19 -0.36 -0.60 0.097
C 0.487055 7.124550 3.106158 -0.52 -0.26 0.33 -0.086
C -0.275791 7.010963 4.275777 -0.29 -0.18 0.01 0.007
C -1.448976 6.253367 4.274925 0.35 0.20 -0.12 -0.056
C -1.867678 5.616498 3.107037 0.26 0.09 -0.24 -0.054
C -1.106752 5.723346 1.941954 -0.16 -0.03 0.27 0.010
C 0.078246 6.471082 1.944581 -0.53 -0.23 0.28 -0.084
C 0.894697 6.548604 0.717083 -0.45 -0.69 -1.21 -0.274
O 0.529841 5.985369 -0.308509 0.22 0.34 0.59 0.085
H 5.461503 9.351703 0.757751 -0.18 -0.10 0.02 0.108
H 4.801315 8.076663 -1.268999 -0.14 -0.01 0.15 0.108
H 2.688791 6.784639 -1.290678 -0.09 0.10 0.31 0.121
H 4.031495 9.300115 2.779195 -0.22 -0.21 -0.13 0.122
H 0.042414 7.507658 5.191007 0.06 -0.05 -0.33 0.122
H -2.037031 6.162215 5.185615 0.13 0.03 -0.17 0.108
H -2.785310 5.032238 3.104146 0.18 0.10 -0.03 0.109
H -1.437346 5.219344 1.035272 0.23 0.16 0.14 0.114
C -4.868622 -9.418889 -3.271045 -0.11 0.22 0.28 -0.059
C -3.984541 -8.609630 -3.984141 0.01 0.32 0.22 -0.059
C -3.695908 -7.321622 -3.530277 -0.05 -0.31 -0.14 0.005
C -4.302848 -6.836352 -2.365542 0.05 -0.48 -0.42 -0.087
C -5.205509 -7.636533 -1.666225 0.10 -0.48 -0.43 -0.085
C -5.480366 -8.935387 -2.113598 0.13 -0.10 -0.27 0.006
C -5.889295 -7.117173 -0.464236 -0.95 -0.84 0.74 -0.279
O -6.679681 -7.820696 0.152669 0.47 0.41 -0.37 0.097
C -5.613585 -5.735724 -0.021900 -0.14 0.51 0.41 -0.086
C -6.298156 -5.210813 1.082037 0.06 0.32 0.12 0.009
C -6.033662 -3.909750 1.515159 0.00 -0.36 -0.20 -0.051
C -5.080775 -3.134519 0.854932 0.12 -0.21 -0.25 -0.069
C -4.401376 -3.652898 -0.248492 -0.17 0.11 0.23 -0.001
C -4.675741 -4.952907 -0.693503 -0.10 0.49 0.40 -0.085
C -3.977865 -5.479291 -1.883143 1.03 0.85 -0.72 -0.279
O -3.143611 -4.796960 -2.466785 -0.53 -0.42 0.35 0.096
H -5.086555 -10.426019 -3.619639 0.03 0.19 0.08 0.108
H -3.517518 -8.981942 -4.893237 -0.07 0.08 0.17 0.107
H -3.000735 -6.697399 -4.089275 -0.19 -0.03 0.28 0.121
H -6.173606 -9.570777 -1.565204 0.14 0.30 -0.02 0.122
H -7.041355 -5.810584 1.605044 0.24 0.01 -0.24 0.122
H -6.570150 -3.502309 2.369352 0.10 -0.10 -0.17 0.110
H -4.869310 -2.123574 1.196529 -0.02 -0.18 -0.08 0.109
H -3.662328 -3.040050 -0.761920 -0.14 -0.28 0.01 0.122
C 5.024537 -5.309198 0.217481 0.06 0.34 0.11 -0.057
C 6.287486 -5.891512 0.321766 0.21 0.29 0.15 -0.058
C 7.362219 -5.145774 0.808689 -0.24 -0.21 -0.12 0.005
C 7.176232 -3.809000 1.181403 -0.25 -0.52 -0.25 -0.087
C 5.919002 -3.219710 1.053965 -0.24 -0.56 -0.21 -0.084
C 4.837689 -3.974990 0.581711 0.05 -0.29 -0.09 0.008
C 5.722324 -1.796487 1.397227 -1.34 0.59 -0.14 -0.276
O 4.617454 -1.279032 1.288933 0.65 -0.30 0.08 0.089
C 6.877486 -1.004244 1.864164 0.27 0.60 0.18 -0.085
C 6.717960 0.360493 2.137822 0.26 0.20 0.11 0.007
C 7.802164 1.114129 2.592630 -0.24 -0.31 -0.13 -0.058
C 9.042963 0.506935 2.783965 -0.07 -0.36 -0.11 -0.059
C 9.206121 -0.851153 2.506802 -0.04 0.31 0.05 0.006
C 8.123195 -1.605810 2.036591 0.25 0.57 0.21 -0.086
C 8.314783 -3.033198 1.712227 1.35 -0.68 0.19 -0.278
O 9.406116 -3.566549 1.875692 -0.68 0.34 -0.10 0.096
H 4.184902 -5.893018 -0.153318 0.15 0.13 0.07 0.108
H 6.435824 -6.927679 0.025903 -0.01 0.19 0.07 0.107
H 8.344189 -5.608536 0.892252 -0.19 0.27 0.06 0.121
H 3.850232 -3.525557 0.492394 0.31 0.06 0.06 0.121
H 5.751756 0.841540 1.994118 0.17 -0.29 0.00 0.122
H 7.677371 2.174835 2.799515 0.00 -0.21 -0.04 0.107
H 9.885890 1.092122 3.145140 -0.15 -0.13 -0.07 0.107
H 10.179006 -1.317241 2.653907 -0.32 -0.04 -0.11 0.121
```
Forces are in eV/Å.

Properties
SMILES	O=C1c2ccccc2C(=O)c2ccccc21.O=C1c2ccccc2C(=O)c2ccccc21.O=C1c2ccccc2C(=O)c2ccccc21.CCCCCCOC(=O)CCN
E_LUMO	-1.1	eV
Kohn-Sham gap	8.411	eV

Record 2
This record from OMol25 describes a structure of composition C51H44N5O2PtSTe at a distorted geometry. The level of theory is ωB97M-V/def2-TZVPD.

Geometry as XYZ:
```
105
Properties=species:S:1:pos:R:3:forces:R:3:lowdin_charge:R:1
Pt 0.228018 -0.002231 2.739799 0.30 -0.05 -1.00 0.978
C 2.255078 -1.091527 6.437182 0.51 -0.18 -0.31 -0.017
C 1.693913 -0.999955 5.069630 -0.34 -0.70 -0.61 -0.267
N 1.231554 0.081792 4.538899 1.07 0.82 0.51 -0.169
N 1.383602 1.257908 5.229842 -1.42 0.20 -0.46 0.002
C 0.513999 2.178145 4.801087 1.69 -0.63 0.64 -0.834
N 0.465772 3.318458 5.528129 0.63 0.47 0.58 0.070
S -0.473740 2.077911 3.410517 -1.09 0.19 -0.11 0.672
C 1.484942 -2.223026 4.273093 0.52 1.82 0.22 -0.220
C 1.963264 -3.423427 4.741070 -1.09 -0.82 -1.09 0.002
C 1.453975 -4.558417 4.131750 0.38 0.01 0.26 -0.039
C 0.596963 -4.471303 3.042154 0.07 0.88 -0.32 -0.045
C 0.354468 -3.201670 2.519431 0.16 -0.18 0.02 -0.140
N 0.798893 -2.085233 3.121628 -1.11 -1.09 0.46 -0.033
H 2.175477 -0.119861 6.894816 -0.13 0.06 0.44 0.068
H 3.315097 -1.365236 6.395040 -0.01 0.09 -0.02 0.099
H 1.756097 -1.897194 6.971233 -0.15 0.20 0.34 0.090
H 1.243730 3.544109 6.144986 -0.24 -0.57 -0.17 0.111
H 0.097039 4.137395 5.102672 -0.51 0.33 -0.46 0.074
H 2.615133 -3.442529 5.575052 0.44 -0.24 0.57 0.107
H 1.747250 -5.505545 4.524182 0.05 -0.65 0.11 0.108
H 0.148548 -5.335054 2.576164 0.10 -0.13 0.02 0.101
H -0.170044 -3.042915 1.566717 0.07 -0.07 0.46 0.081
C -4.007363 0.895374 -4.461499 -1.12 -0.32 1.48 -0.031
C -3.304146 1.051354 -3.132304 1.20 -0.16 0.20 -0.243
C -3.401028 2.201170 -2.366776 -0.91 0.15 -0.17 0.013
C -2.669772 2.445776 -1.213889 -0.68 0.59 0.21 -0.057
C -3.029617 3.691490 -0.396174 -0.08 0.23 0.43 -0.281
O -3.197047 3.647930 0.809494 0.14 -0.25 -0.94 0.115
C -3.243103 4.991523 -1.140369 0.01 0.49 -0.57 -0.157
C -2.607137 5.253406 -2.377014 0.30 -0.06 0.51 -0.036
C -2.799400 6.468059 -3.047053 -0.22 -0.11 -0.53 -0.075
C -3.667368 7.421746 -2.529368 -0.12 -0.40 1.95 -0.076
C -4.207472 7.243014 -1.236391 0.26 -1.93 -0.72 -0.049
C -4.050255 5.994521 -0.575702 0.30 1.05 -0.62 -0.003
C -1.782060 1.485776 -0.773680 0.19 -0.39 0.20 -0.180
O -1.108137 1.677537 0.397749 -0.10 -0.02 -0.55 -0.075
C -1.661876 0.283448 -1.488583 -0.11 0.18 0.10 -0.077
C -2.398297 0.097363 -2.654999 -0.63 -0.87 -0.47 -0.013
C -0.766277 -0.796717 -0.977617 0.39 -0.19 -0.28 -0.208
N -1.019415 -1.512468 0.048804 -0.53 -0.81 0.86 0.087
C -2.220837 -1.306253 0.881071 0.69 0.64 -1.32 -0.274
C -3.493885 -1.845325 0.193659 0.00 0.46 0.36 -0.420
Te -3.531967 -3.944331 -0.143442 0.81 0.54 -0.48 1.675
C -2.171098 -3.958928 -1.775816 -0.18 -0.63 -0.83 -0.514
C -0.879791 -4.419346 -1.558450 0.78 -0.04 1.22 -0.158
C 0.068780 -4.568010 -2.576288 -0.37 0.37 -0.24 -0.058
C -0.355073 -4.240745 -3.853867 -0.42 0.16 -0.47 -0.052
C -1.681725 -3.811788 -4.109692 0.90 -1.25 -0.48 -0.066
C -2.617839 -3.739408 -3.097615 -0.17 0.25 0.61 -0.136
C 0.490764 -1.055434 -1.722026 -0.26 -0.19 -0.01 -0.099
C 1.637957 -1.780085 -1.048824 0.15 0.76 0.13 -0.183
C 2.804108 -1.992059 -1.959324 0.06 0.23 -0.19 -0.026
C 2.805783 -1.654653 -3.286392 0.44 -0.61 1.09 -0.082
C 1.655520 -1.072236 -3.860548 -0.21 -0.13 -0.62 -0.055
C 0.538343 -0.777369 -3.069185 -0.05 0.23 0.07 -0.031
H -4.522375 1.848787 -4.652053 0.00 -0.59 -0.37 0.087
H -4.727201 0.040428 -4.386617 0.29 0.83 -0.24 0.094
H -3.313249 0.641715 -5.233801 0.45 0.09 -0.58 0.070
H -4.195788 2.892351 -2.607273 0.13 0.38 -0.28 0.130
H -1.889392 4.500030 -2.732544 -0.42 0.44 -0.13 0.115
H -2.338763 6.703762 -4.018172 -0.05 -0.49 0.54 0.111
H -3.925802 8.338653 -3.016222 0.24 0.30 -0.52 0.098
H -4.836684 7.999312 -0.811693 -0.18 0.23 0.20 0.095
H -4.544149 5.843546 0.375874 0.13 -0.16 0.01 0.114
H -2.340218 -0.878680 -3.193578 0.13 0.81 0.46 0.125
H -2.339301 -0.216736 1.066773 -0.32 -0.51 0.00 0.118
H -2.103390 -1.781962 1.859320 0.17 -0.03 -0.17 0.084
H -3.745040 -1.353855 -0.743487 0.39 -0.07 -0.31 0.058
H -4.307136 -1.617284 0.853351 -0.71 -0.22 0.48 0.051
H -0.542021 -4.627557 -0.534955 -0.23 0.04 -0.33 0.096
H 1.105868 -4.900114 -2.386351 -0.85 0.18 0.01 0.132
H 0.300266 -4.371397 -4.717955 -0.08 0.12 0.36 0.119
H -1.951385 -3.797437 -5.170165 -0.22 0.49 0.48 0.120
H -3.672516 -3.555712 -3.322043 0.38 0.12 0.06 0.110
H 1.279901 -2.775852 -0.853080 -0.37 -0.82 0.19 0.115
H 3.649042 -2.514923 -1.510490 -0.04 0.24 -0.19 0.117
H 3.714384 -1.910569 -3.836968 -0.48 0.26 -0.20 0.112
H 1.580944 -0.947172 -4.941839 0.16 0.19 0.33 0.108
H -0.337405 -0.311013 -3.529316 0.60 -0.16 0.05 0.105
C 5.967743 -1.316363 2.236418 -1.40 -1.90 -1.19 -0.069
C 5.446822 -0.205717 1.644545 -0.54 0.70 -0.36 -0.077
C 4.195212 -0.168990 1.020217 0.46 -1.27 0.86 -0.006
C 3.402521 -1.317980 0.951571 0.36 0.62 -0.47 -0.191
C 3.954989 -2.499987 1.458222 -0.39 -0.11 0.66 -0.051
C 5.194238 -2.494904 2.083346 0.47 0.50 0.41 -0.073
C 1.969400 -1.276875 0.446800 -0.92 0.44 0.60 -0.208
C 1.226110 0.031205 0.844564 0.74 -0.18 0.18 -0.152
C 1.221232 1.135985 0.065503 1.53 -1.19 -1.42 -0.219
C 2.185303 1.339349 -1.047287 -0.01 0.15 -0.43 -0.026
C 2.228642 2.505189 -1.734808 -0.09 -0.58 -1.29 -0.073
C 1.229632 3.551203 -1.623494 -1.33 -1.64 2.98 -0.046
C 0.302333 3.415963 -0.624339 0.67 0.57 -1.51 0.004
C 0.243729 2.208741 0.248505 -0.17 1.00 1.03 -0.300
H 6.945789 -1.359762 2.650743 0.49 0.11 0.48 0.096
H 5.987199 0.705808 1.667396 0.51 0.78 0.09 0.097
H 3.855157 0.784177 0.720842 -0.49 0.70 -0.49 0.089
H 3.330042 -3.406919 1.541475 0.39 0.40 -0.34 0.117
H 5.559374 -3.404128 2.524377 0.09 -0.35 0.06 0.094
H 1.474338 -2.023574 1.083989 0.40 0.38 -0.79 0.054
H 2.889741 0.545211 -1.351019 -0.42 0.45 0.44 0.115
H 2.891293 2.662798 -2.595289 0.17 -0.48 0.56 0.107
H 1.265723 4.352803 -2.299236 0.02 1.20 -0.50 0.086
H -0.388378 4.215193 -0.341715 0.09 -0.22 -0.35 0.119
H 0.414890 2.568281 1.238976 -0.03 0.49 0.88 0.057
```
Forces are in eV/Å.

Properties
E_LUMO (alpha / beta)	-3.2 / -6.8	eV
Kohn-Sham gap (alpha / beta)	4.523 / 2.294	eV
2S+1	5
total charge	+1

no.,molecular weight (Da),total energy (Ha)
1,797.9,-2625.78300
2,1113.7,-3179.11561